Entry from the Open Molecules 2025 dataset: a molecular structure, C38H28MnN5O7PS2 (the ωB97M-V functional and the def2-TZVPD basis).

```
82
Properties=species:S:1:pos:R:3:lowdin_spin:R:1
C 0.751 -1.223 -2.584 0.00
C -0.196 -2.158 2.902 0.00
C 1.719 3.550 -1.766 0.00
C -1.267 2.577 1.248 0.00
H 0.514 0.286 6.761 0.00
C -0.455 -3.365 -3.735 0.00
H -4.426 0.839 1.554 0.00
C -0.037 1.943 -3.968 0.00
C 0.921 -2.859 2.263 0.00
H 0.120 1.839 -6.099 0.00
C 0.187 -0.805 4.948 0.00
H -2.260 2.414 -6.480 0.00
C -2.120 5.076 0.401 0.00
H 1.245 -0.403 -2.077 0.00
H -3.903 0.512 3.148 0.00
H -2.886 2.539 -2.248 0.00
H 3.204 5.017 -2.234 0.00
H 1.861 -3.382 -0.820 0.00
O 1.291 -2.015 -6.631 0.00
C -0.642 -3.042 -2.401 0.00
C 3.943 3.515 -0.880 0.00
C 0.982 -1.485 -3.920 0.00
H 1.001 1.672 -3.823 0.00
H -0.940 -4.237 -4.149 0.00
C -1.471 -3.898 -1.454 0.00
Mn -0.619 -1.727 0.146 1.00
C 1.905 -3.445 0.259 0.00
C 3.628 2.374 -0.171 0.00
H 0.966 4.023 -2.384 0.00
O 3.011 -0.672 0.083 0.00
C -0.699 -3.023 5.200 0.00
C 0.590 -2.860 -6.035 0.00
H -1.043 -3.948 4.752 0.00
H -2.700 5.409 2.442 0.00
C -0.286 -1.670 7.144 0.00
C -0.250 -1.997 4.377 0.00
N -4.006 0.190 2.198 0.00
C -0.721 -2.860 6.579 0.00
N -1.055 -1.629 2.098 -0.01
N -0.065 -1.970 -1.832 0.00
H 0.548 -0.016 4.299 0.00
O 0.076 -3.912 -6.459 0.00
P -0.324 1.674 -1.181 0.00
H 1.639 -0.862 -4.512 0.00
N -2.092 -0.938 2.635 0.00
O -1.521 -3.445 -0.256 0.00
S 2.200 0.317 0.766 0.00
C 1.936 -3.483 2.981 0.00
H -1.080 -3.663 7.212 0.00
C 2.955 -4.112 2.286 0.00
H 1.923 -3.459 4.061 0.00
H -3.756 2.761 -4.535 0.00
H -1.446 4.482 -1.543 0.00
O 0.778 -0.055 0.839 0.01
O 2.706 0.749 2.055 0.00
C -2.911 -0.478 1.704 0.00
C -1.124 2.930 -0.094 0.00
H 4.359 1.906 0.474 0.00
C 2.977 4.113 -1.681 0.00
C 0.359 -2.567 -4.530 0.00
C -1.868 2.353 -5.472 0.00
S -2.773 -0.666 0.011 0.00
C 2.942 -4.102 0.903 0.00
H 3.723 -4.569 0.321 0.00
H -0.934 1.600 1.576 0.00
H -1.923 3.174 3.195 0.00
H -0.301 -1.541 8.220 0.00
C 0.169 -0.644 6.325 0.00
C -1.551 4.190 -0.505 0.00
C 2.358 1.799 -0.259 0.00
C -2.706 2.547 -4.382 0.00
C -0.863 2.154 -2.862 0.00
C 1.385 2.378 -1.076 0.00
C -2.258 4.717 1.735 0.00
N 0.923 -2.845 0.918 -0.01
H 3.759 -4.598 2.826 0.00
C -1.824 3.467 2.156 0.00
O -1.994 -4.927 -1.868 0.00
C -0.534 2.040 -5.260 0.00
H -2.452 6.051 0.063 0.00
H 4.935 3.944 -0.805 0.00
C -2.212 2.435 -3.091 0.00
```

Computed properties:
DFT total energy = -123928.459 eV
spin multiplicity = 2
E_HOMO (spin up / spin down) = -2.863 / -2.435 eV
M = 816.72 Da
total charge = -2
strongest force on any atom = 0.5 eV Å⁻¹